Entry 1:
Entry from OMol25: C22H27BN6O2PSn as an isolated structure (wB97M-V/def2-TZVPD).

Positions of all 60 atoms, in Å:
H 0.13 -1.02 2.64
C 3.26 2.30 0.23
Sn 1.41 0.01 -0.36
C 1.11 -0.58 2.76
C -4.90 -0.20 -2.23
H 1.65 -0.65 4.91
N 1.83 -0.07 1.70
N 3.30 -0.73 -0.81
H 5.86 -2.34 -2.04
H -8.39 -1.07 -0.36
C -2.75 -0.95 -0.80
C -5.05 -1.17 -1.22
H -3.61 1.15 -3.33
C 4.36 -0.20 -0.15
H -6.24 -3.23 -2.58
H 7.12 0.49 -0.38
H 4.24 1.66 4.43
H -7.41 -3.24 0.26
H 4.53 5.41 0.23
H 3.12 -2.26 -2.33
C 1.63 3.12 -1.00
N 3.02 0.21 3.50
C 2.49 4.13 -0.71
C 2.99 0.39 2.18
C 4.11 0.58 4.43
H -5.73 -3.64 -0.09
H 2.47 5.17 -0.99
H -7.02 -1.73 -3.09
H -7.08 -0.11 0.30
N 3.50 3.61 0.05
H 7.50 -1.21 -0.71
H 3.83 0.24 5.42
N 2.12 1.99 -0.40
H 0.71 3.13 -1.58
H -5.78 0.09 -2.80
P 4.31 1.12 1.14
H 5.03 0.08 4.13
H -7.90 -2.89 -2.10
H 6.94 -0.75 0.91
H -4.00 -2.29 0.31
C -2.62 0.00 -1.79
C 1.85 -0.40 3.88
O -1.26 0.43 -1.87
C 5.12 -1.73 -1.55
C -3.70 0.41 -2.55
H 4.63 4.37 1.65
C 3.77 -1.69 -1.68
B -0.72 -0.31 -0.90
C 6.85 -0.54 -0.16
C -3.94 -1.55 -0.47
H 5.57 3.98 0.17
C -6.41 -2.81 0.14
C -6.92 -2.44 -2.27
H -7.55 0.07 -1.39
C 4.64 4.39 0.57
H -6.13 -2.38 1.10
N 5.46 -0.80 -0.59
C -7.42 -0.65 -0.58
C -6.44 -1.76 -0.97
O -1.47 -1.16 -0.19

Output
Orbital gap   6.094 eV
Max |F|   0.4 eV Å⁻¹
Net charge   +3

Entry 2:
Entry from OMol25: a 5-piece molecular cluster, C11H25F6N5O7S2 overall at a distorted geometry (wB97M-V/def2-TZVPD).

Positions of all 56 atoms, in Å:
C -2.77 2.46 2.91
O 0.59 -2.49 1.79
C 2.83 1.28 -1.25
H 2.53 -0.94 4.42
H 0.55 -0.61 -0.84
H -1.56 3.03 0.57
O 0.56 1.17 2.64
H -2.76 3.23 3.69
H -4.48 1.45 -3.74
H -1.55 2.92 -1.89
H -1.12 4.28 1.67
C -1.40 2.02 -2.49
H -0.65 1.44 -1.96
C 2.92 -3.67 4.24
H 2.95 -4.63 3.72
H -3.49 2.57 2.11
H 1.23 -1.86 5.24
O -0.89 -1.32 -3.57
S 2.28 0.33 -2.83
H 1.93 -4.03 1.91
H -3.96 -0.21 -2.38
H -0.92 2.23 -3.44
O -2.47 -0.16 -0.95
H 3.91 -3.23 4.39
H -0.97 -0.09 -0.19
C 1.68 -1.61 4.28
N -2.65 1.30 -2.69
H -3.65 2.98 -3.48
H -3.13 1.56 3.41
H 0.43 0.11 0.67
C 1.48 -3.12 2.33
N -1.38 2.35 2.50
H -0.14 -1.46 0.43
C -0.57 1.41 3.04
H 2.51 -3.88 5.23
O 1.11 -1.23 -4.92
S 0.54 -1.44 -3.62
F 1.21 -3.38 -1.91
H -1.06 0.89 3.86
C -3.50 1.92 -3.69
F -0.14 -4.01 -3.51
F 3.71 2.18 -1.67
N -0.05 -0.52 0.03
F 1.76 1.89 -0.71
F 1.93 -3.61 -3.92
N 1.97 -2.81 3.55
H 0.93 -0.96 3.84
H -3.04 1.92 -4.69
N 1.27 -0.63 -2.25
F 3.37 0.55 -0.28
O 1.69 1.34 -3.68
H 0.10 3.12 1.16
O 3.47 -0.28 -3.39
C -3.05 0.25 -1.95
C -0.94 3.23 1.44
C 0.88 -3.25 -3.18

Output
Orbital gap   9.719 eV
Max |F|   5.5 eV Å⁻¹
Net charge   0

Entry 3:
Entry from OMol25: C22H36ClMoNOP2 as an isolated structure at a distorted geometry (wB97M-V/def2-TZVPD).

Positions of all 64 atoms, in Å:
H -0.44 -6.70 1.13
H 0.77 5.01 2.30
C 2.38 -0.50 -2.66
C 3.32 2.97 3.23
C -2.92 1.78 1.85
H -2.74 2.72 1.31
C -0.03 2.67 -1.44
H 3.68 1.25 0.63
H 1.32 4.39 -1.57
C -3.33 0.37 -0.65
C -0.13 -2.87 0.67
C 3.50 1.24 -0.46
P 2.30 -0.07 -0.88
H -3.95 -0.83 2.20
H 4.45 1.07 -0.98
H -4.00 1.67 2.03
C 1.30 4.09 2.53
H -0.38 2.82 2.01
H 1.81 -1.42 -2.83
C 0.33 -3.47 1.86
C 1.36 1.67 2.56
H -2.30 -1.26 2.68
H -1.09 -3.13 -1.25
H -0.23 4.67 -0.71
H 1.92 0.32 -3.23
H 3.43 -0.66 -2.98
N -0.03 -1.51 0.46
C 2.71 1.74 2.99
C 2.62 4.15 2.96
H -2.13 2.55 -1.80
H -0.23 0.23 2.97
H -3.29 -0.63 -1.10
O 0.86 1.94 -2.04
H 4.34 2.97 3.61
H 0.77 -2.82 2.63
H -2.93 1.10 -1.36
C -0.84 -5.02 -0.16
H -1.12 2.63 -3.31
H -2.41 1.82 2.81
P -2.29 0.39 0.86
Cl 3.61 0.28 3.26
H 4.18 -1.63 -0.79
C -0.36 -5.62 1.01
C -2.94 -1.03 1.82
C -0.74 -3.65 -0.35
C 0.68 0.35 2.36
Mo 0.08 0.28 0.43
H 0.60 -5.31 2.91
H 1.35 -0.52 2.44
C 0.66 2.87 2.34
H -1.35 4.08 -2.36
C 0.59 3.96 -0.86
H -0.47 1.83 -0.28
H 3.47 -1.40 0.83
H 2.66 -2.44 -0.35
C 3.23 -1.52 -0.23
H 3.07 2.20 -0.76
H -4.37 0.62 -0.40
H -2.99 -1.94 1.21
H 1.03 3.76 0.13
H 3.11 5.10 3.12
C 0.22 -4.84 2.00
C -1.25 2.98 -2.28
H -1.29 -5.62 -0.95

Output
2S+1   3
Orbital gap (alpha / beta)   5.697 / 7.208 eV
Max |F|   3.7 eV Å⁻¹
Net charge   0

Entry 4:
Entry from OMol25: one molecule with the formula C4H8N2O at a distorted geometry (wB97M-V/def2-TZVPD).

Positions of all 15 atoms, in Å:
N -0.44 2.06 0.14
H -0.57 1.69 1.06
C 0.84 -1.29 -0.11
N -1.20 -0.42 0.04
H -1.35 2.42 -0.04
C -0.08 0.91 -0.49
H -0.10 0.96 -1.62
H 1.54 -2.00 0.26
H 1.21 0.52 1.21
H 0.94 -1.38 -1.19
H -1.09 -2.46 0.60
C 1.17 0.22 0.15
H 2.17 0.49 -0.19
O -2.38 -0.13 0.05
C -0.65 -1.59 0.13

Output
Orbital gap   9.359 eV
Max |F|   3.7 eV Å⁻¹
Net charge   0
SMILES string   N[C@H]1CCC=[N+]1[O-]

Entry 5:
Entry from OMol25: C17H24CaN3O3Si as an isolated structure (wB97M-V/def2-TZVPD).

Positions of all 49 atoms, in Å:
H 0.53 3.86 0.55
H -4.09 3.71 1.02
Si 2.87 -1.82 0.06
C 1.89 -3.42 -0.19
H 1.28 -3.39 -1.09
H -0.93 -3.96 -0.57
C 3.65 2.57 0.63
C 2.66 3.53 0.67
H 4.14 0.52 0.42
N 1.67 -0.57 0.10
H 2.59 -4.25 -0.32
H -0.98 -3.75 1.04
H 4.69 2.85 0.74
C 1.06 1.80 0.33
H -6.56 -1.70 0.04
C -2.28 2.61 0.72
Ca -0.54 -0.81 -0.12
C 3.85 -2.02 1.65
O -2.88 -1.17 0.01
H -5.35 -0.77 -0.90
H -0.47 2.56 -2.16
H 4.69 -2.58 -1.42
C -3.34 3.96 -0.97
C -1.29 2.30 -0.19
H 2.90 4.58 0.82
C -3.41 -2.28 0.07
C -2.33 3.64 -1.87
C -1.29 2.80 -1.48
H 4.71 -0.82 -1.35
H -2.22 2.22 1.73
H -2.34 4.05 -2.87
C 1.34 3.14 0.52
H 4.41 -2.96 1.61
C -5.55 -1.31 0.02
C 4.05 -1.69 -1.39
N -2.71 -3.43 0.13
H 3.51 -1.64 -2.33
O -0.30 1.39 0.18
H -5.36 -0.68 0.88
C 2.02 0.77 0.28
O -4.70 -2.49 0.09
C 3.33 1.23 0.44
C -3.31 3.45 0.32
H -3.19 -4.31 0.23
H 3.18 -2.08 2.51
H 1.28 -3.67 0.68
H -4.14 4.61 -1.27
N -1.30 -3.36 0.16
H 4.56 -1.22 1.84

Output
Orbital gap   6.629 eV
Max |F|   0.6 eV Å⁻¹
Net charge   +1

Entry 6:
Entry from OMol25: a 2-piece molecular cluster, C2H3NO7 overall at a distorted geometry (wB97M-V/def2-TZVPD).

Positions of all 13 atoms, in Å:
O -0.39 0.34 0.53
O -1.08 1.49 0.56
N 1.70 2.98 -2.87
H 0.46 -3.67 1.28
C -0.34 -2.95 1.55
O 1.78 1.83 -2.37
H -1.06 -0.49 2.31
O 2.37 3.93 -2.38
O 0.95 3.18 -3.86
H -1.99 -0.96 0.79
O -1.32 -3.17 2.24
O -0.07 -1.76 0.98
C -1.01 -0.73 1.24

Output
Orbital gap (alpha / beta)   9.697 / 6.710 eV
Max |F|   2.8 eV Å⁻¹
Net charge   0

Entry 7:
Entry from OMol25: one molecule with the formula C19H21N5O4S at a distorted geometry (wB97M-V/def2-TZVPD).

Positions of all 50 atoms, in Å:
C 3.84 0.42 3.26
C 1.98 -3.33 3.25
C 7.13 1.34 1.76
N -0.89 -0.12 0.32
H 5.67 -1.44 2.53
N 2.54 -2.11 3.24
H 3.78 1.37 3.79
C 4.91 0.61 2.19
C -1.00 1.08 -0.36
H 7.98 1.76 2.27
C -4.48 1.21 -1.88
C 0.37 -0.28 0.78
H -1.40 3.49 -1.45
H -5.32 0.54 -1.97
C -2.20 1.57 -1.08
N 0.14 1.69 -0.29
C 7.48 -0.11 1.29
C 5.28 -0.80 1.71
C -4.56 2.51 -2.31
C -7.07 3.65 -1.72
H 2.12 0.81 2.02
H -0.48 -2.82 0.94
H -1.65 -0.72 0.52
C 0.87 -3.63 2.45
N 2.52 0.11 2.67
C -3.37 0.74 -1.20
O 6.31 -0.72 0.74
C 0.35 -2.63 1.61
H -8.11 3.80 -2.03
O 6.05 1.29 2.69
O -6.79 1.93 -3.75
N 0.98 0.83 0.44
H -3.36 -0.28 -0.81
H 8.29 0.01 0.55
H 7.86 -0.70 2.13
H 6.83 1.95 0.90
H -7.08 2.86 -1.01
H 0.41 -4.61 2.48
O -5.88 4.21 -4.02
H 4.50 1.09 1.35
S -6.11 3.06 -3.12
H -3.51 4.34 -2.57
C -3.44 3.31 -2.18
H 4.40 -1.28 1.28
H -6.63 4.55 -1.24
H 4.14 -0.35 3.96
C 2.02 -1.16 2.45
C -2.28 2.88 -1.56
H 2.43 -4.11 3.86
C 0.91 -1.36 1.60

Output
Orbital gap   7.814 eV
Max |F|   2.7 eV Å⁻¹
Net charge   0
SMILES string   CS(=O)(=O)c1ccc(-c2nnc(-c3cccnc3NC[C@@H]3COCCO3)[nH]2)cc1

Entry 8:
Entry from OMol25: C7H10ClLaNO4 as an isolated structure at a distorted geometry (wB97M-V/def2-TZVPD).

Positions of all 24 atoms, in Å:
H -0.25 -3.22 -0.02
O -1.01 0.01 2.30
H -0.36 3.59 0.37
H 1.45 -2.49 -1.81
H -2.26 2.18 -0.93
H 2.05 2.67 -0.41
C -0.18 2.74 -0.27
C 1.09 2.25 -0.68
C -1.19 2.01 -0.98
H 1.66 0.70 -2.21
La -0.33 -0.71 0.15
C 0.65 -2.61 0.24
Cl 0.09 -0.41 3.31
H -1.02 0.45 -2.61
H -3.69 -0.90 -0.65
C 0.89 1.21 -1.64
O 1.20 -1.03 2.53
H 2.58 -2.11 -0.45
O 0.55 0.77 3.95
H 1.08 -2.80 1.23
O -0.52 -1.40 4.17
C -0.54 1.09 -1.87
N -3.49 0.11 -0.50
C 1.54 -2.12 -0.78

Output
Orbital gap (alpha / beta)   5.945 / 5.474 eV
Max |F|   9.1 eV Å⁻¹
Net charge   -1

Entry 9:
Entry from OMol25: a 10-piece molecular cluster, C13H27FIN9O21 overall at a distorted geometry (wB97M-V/def2-TZVPD).

Positions of all 72 atoms, in Å:
O 13.01 2.70 5.83
O 7.68 2.68 0.85
O 1.85 6.72 1.51
O 3.93 -2.14 -1.51
O 13.87 4.14 7.18
O -3.93 -1.17 -1.47
C 1.10 -0.21 -1.53
H -6.03 -5.33 1.17
C -7.11 -6.17 -5.40
O 10.22 6.54 2.33
H -4.36 -4.11 -1.94
H -7.92 -0.18 0.15
C 2.31 0.67 -1.54
H -10.84 -1.11 -0.67
H 3.66 5.75 0.26
H -6.42 -0.46 1.09
H 12.90 5.87 5.83
I -0.89 0.36 -1.36
H -6.08 -4.38 2.68
N -3.44 -2.25 -1.76
H -12.01 -0.46 -1.87
H 3.72 4.38 1.41
O 1.25 4.73 2.08
H 9.01 4.84 1.15
O 2.49 1.72 -1.01
H -3.75 -3.41 -3.47
H -6.58 -6.37 -6.32
C 3.07 -1.36 -1.79
N 6.55 2.96 0.53
H 9.93 3.57 2.01
C -4.27 -3.21 -2.54
O -2.31 -2.59 -1.47
N -5.89 -6.45 2.93
H 10.53 4.22 0.45
H 13.04 4.84 4.38
N 1.97 5.52 1.50
O -10.08 0.22 -3.45
O -6.81 -4.12 -4.35
C -6.42 -5.28 2.18
H -5.23 -2.75 -2.72
O 3.29 -0.05 -2.22
O 11.90 5.21 2.41
H 6.31 1.70 -1.12
N 13.22 3.83 6.20
H -8.08 -5.73 -5.59
H -11.01 -1.88 -2.28
C -6.96 -0.68 0.17
N -6.30 -5.18 -4.63
H -7.50 -5.35 2.18
C -11.05 -0.95 -1.72
N -10.01 -0.05 -2.28
H 2.67 4.28 -0.03
H 5.71 1.05 0.43
H -7.19 -7.07 -4.79
O 6.00 4.01 0.76
O -6.23 -2.87 0.15
H 11.56 4.79 5.37
N -7.20 -2.15 0.13
C 9.99 4.45 1.37
H 4.79 2.32 -0.42
O -5.17 -5.52 -4.33
C 1.57 -1.43 -1.66
H -6.36 -0.43 -0.69
O -6.18 -7.55 2.49
O -9.14 0.34 -1.53
C 5.77 1.92 -0.21
O -5.22 -6.24 3.91
C 12.64 4.93 5.38
F 0.89 -2.54 -1.68
C 3.10 4.94 0.72
N 10.77 5.49 2.09
O -8.35 -2.54 0.08

Output
Orbital gap   9.057 eV
Max |F|   1.5 eV Å⁻¹
Net charge   0
SMILES string   O=C1OC(=O)C(I)=C1F.C[N+](=O)[O-].C[N+](=O)[O-].C[N+](=O)[O-].C[N+](=O)[O-].C[N+](=O)[O-].C[N+](=O)[O-].C[N+](=O)[O-].C[N+](=O)[O-].C[N+](=O)[O-]

Entry 10:
Entry from OMol25: one molecule with the formula C6H10O (wB97M-V/def2-TZVPD).

Positions of all 17 atoms, in Å:
H -1.84 1.26 0.89
H -0.15 2.64 -0.38
C -1.36 0.82 0.01
H 1.31 -0.10 1.79
C 1.13 0.98 -0.32
H 2.02 1.59 -0.50
H -2.04 1.02 -0.83
O 1.76 -0.75 1.23
H -1.12 -0.91 1.30
C -1.19 -0.69 0.22
H 2.14 -0.86 -0.74
H 0.18 -2.32 -0.16
C -0.07 1.56 -0.24
H -0.07 -1.26 -1.55
C 0.05 -1.27 -0.46
H -2.08 -1.22 -0.14
C 1.32 -0.50 -0.11

Output
Orbital gap   10.541 eV
Max |F|   0.3 eV Å⁻¹
Net charge   0
SMILES string   O[C@@H]1C=CCCC1

Entry 11:
Entry from OMol25: a 2-piece molecular cluster, C3H4N2O3 overall at a distorted geometry (wB97M-V/def2-TZVPD).

Positions of all 12 atoms, in Å:
H -0.45 -1.46 -0.67
C -0.59 0.56 0.32
H 1.13 -1.73 0.90
C 0.35 0.62 -0.77
O 1.32 -0.34 -0.81
C 0.66 -1.54 -0.30
H 1.20 -2.55 -0.79
N -0.59 2.58 -0.67
O -1.31 1.69 0.16
H -0.82 0.57 2.71
O -1.20 -0.25 1.08
N 0.30 1.85 -1.16

Output
Orbital gap   5.639 eV
Max |F|   6.1 eV Å⁻¹
Net charge   0

Entry 12:
Entry from OMol25: a 2-piece molecular cluster, C4H12NO2S overall at a distorted geometry (wB97M-V/def2-TZVPD).

Positions of all 20 atoms, in Å:
O 2.27 1.36 -0.20
H 1.47 0.89 1.64
N 0.96 -0.74 -0.98
C -0.82 -0.54 0.91
S -2.92 -0.03 -0.82
H 0.67 2.07 0.67
H -2.22 1.15 1.09
H 0.26 -1.06 -1.64
H 4.43 -1.02 0.30
H -2.89 -0.48 1.56
H -3.16 -1.36 -0.74
C 0.29 -0.03 0.04
C -2.22 0.08 0.90
H -0.38 -0.52 1.91
H -0.89 -1.58 0.61
H 1.89 0.86 -0.97
C 1.09 1.05 0.61
O 3.50 -0.78 0.36
H 3.35 0.21 0.19
H 1.64 -1.48 -0.65

Output
Orbital gap   6.484 eV
Max |F|   3.4 eV Å⁻¹
Net charge   +1